No. 1
Entry from the Open Molecules 2025 dataset: C11H4AsF11NOPdS4SbSe as an isolated structure in a non-equilibrium geometry (wB97M-V/def2-TZVPD).

For the frontier orbital gap (spin up / spin down), the calculation gives 0.19842 / 0.18507 hartree. As for the net charge: -1. The energy above the lowest of the compared OMol25 structures with the same formula, charge and spin comes out at 58.2 kcal per mole. As for the multiplicity: 2. Its expectation value of S² is 1.242. For the largest force on an atom, the calculation gives 3.60 eV Å⁻¹.

Geometry as XYZ:
```
36
C11H4AsF11NOPdS4SbSe (wB97M-V/def2-TZVPD)
Pd -0.315 0.704 1.067
S -2.781 0.188 0.408
Sb -1.297 -1.902 -1.758
S -0.067 2.050 -1.032
S -3.522 -1.155 1.564
S -1.111 -0.204 -3.336
F 5.475 -2.857 0.017
C 4.201 -2.435 -0.060
C 3.203 -3.292 -0.509
F 3.531 -4.539 -0.879
C 1.886 -2.871 -0.567
F 0.938 -3.742 -0.980
C 1.501 -1.560 -0.237
O 0.285 -1.116 -0.294
C 2.552 -0.720 0.183
F 2.219 0.556 0.513
C 3.860 -1.142 0.322
F 4.798 -0.305 0.773
F -0.530 -1.085 2.504
As 0.673 -0.798 3.812
F -0.518 0.179 4.655
F 1.224 0.704 2.957
F 1.844 -0.469 5.066
F 1.848 -1.694 2.871
F 0.107 -2.227 4.609
Se 0.455 3.115 0.718
C -1.267 2.939 1.685
C -2.459 3.224 1.019
C -3.650 3.008 1.699
N -3.716 2.536 2.932
C -2.584 2.273 3.561
C -1.324 2.488 3.005
H -2.450 3.574 -0.005
H -4.600 3.204 1.221
H -2.673 1.865 4.559
H -0.430 2.358 3.604
```

No. 2
Entry from the Open Molecules 2025 dataset: an isolated molecule of C11H4BrFN4S2 in a non-equilibrium geometry (wB97M-V/def2-TZVPD).

For the frontier orbital gap, the calculation gives 0.29861 hartree. As for the net charge: 0. The energy above the lowest of the compared OMol25 structures with the same formula, charge and spin comes out at 25.6 kcal per mole. As for the multiplicity: 1. For the largest force on an atom, the calculation gives 4.85 eV Å⁻¹. The SMILES is Fc1ccc2nc(-c3cn4nc(Br)sc4n3)sc2c1.

Geometry as XYZ:
```
23
C11H4BrFN4S2 (wB97M-V/def2-TZVPD)
F -2.550 -2.186 -4.850
C -1.829 -1.769 -3.787
C -0.538 -2.219 -3.714
C 0.279 -1.932 -2.640
C -0.186 -1.095 -1.622
N 0.468 -0.792 -0.487
C -0.348 0.057 0.210
C 0.018 0.711 1.466
C 0.935 0.109 2.280
N 1.334 1.158 3.102
N 2.260 1.340 4.095
C 2.115 2.627 4.524
Br 3.157 3.525 5.868
S 0.901 3.655 3.740
C 0.703 2.277 2.728
N -0.252 2.016 1.823
S -1.906 0.549 -0.474
C -1.446 -0.563 -1.772
C -2.374 -0.952 -2.768
H -0.120 -2.890 -4.490
H 1.324 -2.323 -2.546
H 1.372 -0.898 2.112
H -3.318 -0.405 -2.801
```

No. 3
Entry from the Open Molecules 2025 dataset: C11H4F6IrN2O8S3 as an isolated structure in a non-equilibrium geometry (wB97M-V/def2-TZVPD).

For the frontier orbital gap (spin up / spin down), the calculation gives 0.22861 / 0.20696 hartree. As for the net charge: 0. The energy above the lowest of the compared OMol25 structures with the same formula, charge and spin comes out at 30.4 kcal per mole. As for the multiplicity: 2. Its expectation value of S² is 0.795. For the largest force on an atom, the calculation gives 5.70 eV Å⁻¹.

Geometry as XYZ:
```
35
C11H4F6IrN2O8S3 (wB97M-V/def2-TZVPD)
Ir -1.846 -0.702 -0.917
O -3.057 -1.361 -4.155
S -3.301 -1.894 -2.842
O -4.299 -2.924 -2.868
O -3.691 -0.826 -1.799
O -2.014 -2.390 -2.159
F 0.125 -1.455 -4.705
C -0.220 -0.288 -5.241
F -1.202 -0.441 -6.098
F 0.829 0.229 -5.883
S -0.635 0.905 -3.864
O -1.464 0.205 -2.893
O -1.173 2.066 -4.474
N 0.827 1.074 -3.288
S 1.097 1.117 -1.755
O 2.271 0.419 -1.360
O -0.093 0.937 -0.914
C 1.432 2.933 -1.486
F 2.478 3.317 -2.199
F 1.673 3.160 -0.195
F 0.356 3.619 -1.860
N 2.995 -0.038 7.642
C 2.362 -0.238 6.705
C 1.581 -0.448 5.526
C 0.226 -0.105 5.525
C -0.515 -0.235 4.373
C 0.098 -0.706 3.199
C 1.453 -1.081 3.215
C 2.188 -0.952 4.371
C -0.621 -0.759 1.996
C -1.208 -0.762 0.919
H -0.229 0.270 6.431
H -1.561 0.037 4.349
H 1.906 -1.450 2.305
H 3.231 -1.232 4.396
```

No. 4
Entry from the Open Molecules 2025 dataset: a 17-piece molecular cluster, C11H56NO16 overall in a non-equilibrium geometry (wB97M-V/def2-TZVPD).

For the frontier orbital gap, the calculation gives 0.34898 hartree. As for the net charge: +1. The energy above the lowest of the compared OMol25 structures with the same formula, charge and spin comes out at 0.0 kcal per mole. As for the multiplicity: 1. For the largest force on an atom, the calculation gives 9.94 eV Å⁻¹.

Geometry as XYZ:
```
84
C11H56NO16 (wB97M-V/def2-TZVPD)
C 23.729 5.235 4.486
C 22.843 5.962 3.612
C 23.469 7.238 3.033
C 24.149 7.068 1.750
N 24.908 8.264 1.248
C 23.870 9.245 0.886
C 24.424 10.306 -0.038
C 25.043 9.316 -1.100
C 25.448 8.057 -0.132
C 25.949 8.739 2.178
C 26.939 7.765 2.752
C 28.007 8.377 3.539
H 23.218 4.249 4.918
H 24.032 5.784 5.400
H 24.607 4.917 3.942
H 21.969 6.213 4.166
H 22.553 5.185 2.848
H 23.952 7.807 3.852
H 22.839 8.013 2.955
H 23.486 6.646 0.979
H 24.851 6.154 2.054
H 23.446 9.795 1.794
H 23.006 8.766 0.493
H 25.270 10.661 0.570
H 23.610 11.049 -0.322
H 25.904 9.721 -1.623
H 24.405 9.015 -1.915
H 26.461 8.068 -0.148
H 25.035 7.193 -0.625
H 25.431 9.310 3.120
H 26.643 9.490 1.770
H 27.292 7.117 1.907
H 26.363 7.143 3.490
H 28.781 8.790 2.899
H 28.515 7.627 3.843
H 27.645 8.982 4.413
O 25.644 4.541 0.942
H 26.207 4.387 0.191
H 24.832 4.055 0.711
O 20.997 9.986 -0.864
H 20.244 10.184 -1.568
H 21.040 10.883 -0.417
O 21.174 12.374 0.558
H 20.988 12.167 1.487
H 20.467 12.946 0.225
O 26.161 5.753 -2.317
H 25.272 6.040 -1.863
H 26.511 6.518 -2.430
O 21.832 6.792 7.118
H 22.636 6.543 7.474
H 21.766 5.869 6.684
O 22.996 14.254 0.307
H 22.278 13.608 0.121
H 22.722 14.593 1.140
O 26.140 10.441 -3.657
H 26.407 9.440 -3.475
H 25.528 10.117 -4.371
O 21.267 7.583 0.271
H 21.102 8.495 -0.112
H 20.532 7.409 0.815
O 23.455 3.340 7.680
H 23.849 4.212 7.875
H 24.016 2.597 7.777
O 27.363 8.050 -3.338
H 28.118 8.171 -2.921
H 27.384 7.451 -4.074
O 27.029 4.238 2.807
H 26.497 3.718 3.448
H 26.401 4.250 2.049
O 29.275 9.145 0.240
H 28.686 9.900 0.607
H 30.090 8.980 0.784
O 24.602 10.449 5.175
H 25.158 10.666 5.899
H 23.842 10.378 5.849
O 25.842 2.634 4.728
H 25.676 3.109 5.595
H 25.320 1.875 4.781
O 23.124 5.954 -1.143
H 22.381 6.428 -0.848
H 23.209 5.397 -0.422
O 24.914 12.341 3.121
H 25.003 11.574 3.703
H 25.402 12.914 3.741
```

No. 5
Entry from the Open Molecules 2025 dataset: C11H5N4O6Ti as an isolated structure in a non-equilibrium geometry (wB97M-V/def2-TZVPD).

For the frontier orbital gap (spin up / spin down), the calculation gives 0.27416 / 0.30126 hartree. As for the net charge: 0. The energy above the lowest of the compared OMol25 structures with the same formula, charge and spin comes out at 20.0 kcal per mole. As for the multiplicity: 2. Its expectation value of S² is 0.755. For the largest force on an atom, the calculation gives 3.15 eV Å⁻¹.

Geometry as XYZ:
```
27
C11H5N4O6Ti (wB97M-V/def2-TZVPD)
Ti 0.124 -0.695 -0.339
O 1.292 5.083 0.724
C 0.988 3.798 0.501
C -0.334 3.338 0.451
C -0.543 1.998 0.237
N 0.483 1.151 0.127
C 1.745 1.591 0.061
C 2.047 2.917 0.250
C 2.652 0.454 -0.389
O 3.840 0.554 -0.503
O 1.914 -0.608 -0.671
C -1.842 1.251 -0.045
O -2.932 1.731 0.086
O -1.558 0.039 -0.488
H 0.495 5.602 0.875
H -1.175 4.013 0.556
H 3.065 3.276 0.194
N -1.206 -4.291 -1.644
C -0.801 -3.272 -0.884
O -0.218 -2.277 -1.435
C -0.988 -3.307 0.532
C -1.705 -4.336 1.179
N -2.326 -5.180 1.659
C -0.422 -2.215 1.186
N 0.106 -1.267 1.658
H -1.649 -5.100 -1.243
H -1.050 -4.246 -2.635
```

No. 6
Entry from the Open Molecules 2025 dataset: an isolated molecule of C11H6BrN3O2 in a non-equilibrium geometry (wB97M-V/def2-TZVPD).

For the frontier orbital gap, the calculation gives 0.32264 hartree. As for the net charge: 0. As for the multiplicity: 1. For the largest force on an atom, the calculation gives 1.41 eV Å⁻¹. The SMILES is Brc1ccc(-c2nc(-c3ccncc3)no2)o1.

Geometry as XYZ:
```
23
C11H6BrN3O2 (wB97M-V/def2-TZVPD)
Br 4.724 0.305 -0.004
C 3.049 -0.498 0.001
C 2.690 -1.819 0.003
C 1.283 -1.819 0.005
C 0.896 -0.499 0.005
C -0.415 0.067 0.005
N -1.538 -0.597 0.004
C -2.477 0.392 0.004
C -3.905 0.134 0.001
C -4.822 1.184 -0.001
C -6.170 0.867 -0.006
N -6.629 -0.373 -0.007
C -5.755 -1.365 -0.005
C -4.383 -1.174 -0.001
N -1.948 1.591 0.006
O -0.609 1.396 0.007
O 1.983 0.307 0.002
H 3.350 -2.661 0.003
H 0.627 -2.665 0.008
H -4.475 2.204 0.000
H -6.925 1.643 -0.008
H -6.180 -2.360 -0.006
H -3.692 -2.001 0.001
```

No. 7
Entry from the Open Molecules 2025 dataset: C11H74NO25 as an isolated structure in a non-equilibrium geometry (wB97M-V/def2-TZVPD).

For the frontier orbital gap, the calculation gives 0.33271 hartree. As for the net charge: +1. The energy above the lowest of the compared OMol25 structures with the same formula, charge and spin comes out at 124.8 kcal per mole. As for the multiplicity: 1. For the largest force on an atom, the calculation gives 10.94 eV Å⁻¹.

Geometry as XYZ:
```
111
C11H74NO25 (wB97M-V/def2-TZVPD)
C -20.794 -44.317 3.929
C -20.074 -45.513 4.645
C -20.412 -45.926 6.012
C -19.489 -46.910 6.696
N -19.485 -47.016 8.184
C -19.113 -45.740 8.899
C -18.331 -46.118 10.188
C -17.580 -47.220 9.725
C -18.380 -47.972 8.599
C -20.740 -47.497 8.687
C -21.213 -48.808 8.108
C -22.517 -49.260 8.867
H -21.884 -44.226 4.083
H -20.642 -44.083 2.864
H -20.381 -43.557 4.632
H -18.911 -45.445 4.409
H -19.987 -46.555 4.092
H -21.347 -46.370 5.904
H -20.445 -45.042 6.618
H -18.539 -46.558 6.616
H -19.432 -47.817 6.304
H -19.902 -44.940 9.065
H -18.603 -45.174 8.114
H -18.997 -46.402 10.831
H -17.619 -45.101 10.560
H -17.334 -47.875 10.592
H -16.836 -46.974 9.250
H -18.730 -48.952 9.088
H -17.716 -48.321 7.796
H -21.410 -46.837 8.582
H -20.545 -47.753 9.732
H -20.503 -49.579 8.271
H -21.372 -48.688 7.068
H -23.211 -48.369 8.630
H -22.199 -49.564 10.023
H -23.184 -49.978 8.572
O -24.346 -43.843 6.080
H -23.670 -43.218 6.438
H -24.541 -43.608 5.162
O -24.178 -46.644 5.911
H -24.595 -45.726 5.953
H -24.650 -47.203 5.414
O -25.356 -46.736 8.619
H -25.167 -47.057 7.604
H -25.933 -46.018 8.614
O -18.306 -50.493 5.186
H -18.396 -51.160 5.825
H -19.149 -50.238 4.898
O -17.647 -43.052 13.252
H -17.034 -43.780 13.047
H -18.487 -43.245 13.436
O -14.437 -48.566 10.345
H -14.566 -48.915 9.407
H -13.682 -47.890 10.481
O -18.624 -42.439 0.527
H -18.895 -43.398 0.550
H -18.336 -41.921 1.210
O -17.824 -42.660 10.419
H -16.987 -42.178 10.302
H -17.860 -43.118 11.222
O -25.109 -48.478 11.077
H -25.088 -48.109 10.258
H -24.324 -48.069 11.551
O -20.263 -44.544 -0.135
H -19.970 -43.823 -0.660
H -20.705 -43.860 0.364
O -19.930 -52.033 9.720
H -19.712 -52.421 8.855
H -20.686 -52.510 9.825
O -18.852 -42.261 8.095
H -18.568 -42.667 8.875
H -18.126 -41.437 7.982
O -16.543 -45.648 13.523
H -16.242 -46.495 13.580
H -17.529 -45.598 13.510
O -20.470 -47.667 12.381
H -20.487 -48.535 12.427
H -19.851 -47.283 13.078
O -20.525 -46.473 1.174
H -19.566 -46.134 1.442
H -20.785 -45.859 0.649
O -23.273 -45.518 2.708
H -23.616 -44.708 3.065
H -23.156 -45.512 1.783
O -24.594 -43.069 3.198
H -25.264 -42.724 2.643
H -23.893 -42.469 3.575
O -21.169 -41.135 3.492
H -20.727 -40.678 2.745
H -21.586 -40.453 3.996
O -16.586 -48.618 5.375
H -17.054 -49.358 5.420
H -16.386 -48.354 4.359
O -20.823 -49.489 4.246
H -21.034 -48.613 4.142
H -20.840 -49.893 3.482
O -22.388 -47.409 3.287
H -23.004 -46.593 3.309
H -21.794 -46.960 2.797
O -21.922 -43.059 1.412
H -21.439 -42.635 2.231
H -22.359 -42.438 0.802
O -23.290 -44.675 9.169
H -23.371 -43.996 8.481
H -23.713 -45.379 8.843
O -14.481 -48.469 7.492
H -15.427 -48.419 6.988
H -13.804 -47.852 7.350
O -17.214 -43.910 6.587
H -17.286 -43.487 5.579
H -17.962 -43.582 6.994
```

No. 8
Entry from the Open Molecules 2025 dataset: C11H76NO26 as an isolated structure in a non-equilibrium geometry (wB97M-V/def2-TZVPD).

For the frontier orbital gap, the calculation gives 0.30725 hartree. As for the net charge: +1. The energy above the lowest of the compared OMol25 structures with the same formula, charge and spin comes out at 132.4 kcal per mole. As for the multiplicity: 1. For the largest force on an atom, the calculation gives 12.67 eV Å⁻¹.

Geometry as XYZ:
```
114
C11H76NO26 (wB97M-V/def2-TZVPD)
C -1.855 1.686 2.588
C -0.995 0.444 2.596
C -0.016 0.610 1.320
C -0.676 0.463 -0.141
N 0.234 0.276 -1.368
C 0.850 1.643 -1.777
C -0.076 2.408 -2.618
C -1.095 1.444 -3.124
C -0.646 0.133 -2.544
C 1.241 -0.803 -1.128
C 0.596 -2.255 -0.835
C 1.738 -3.275 -0.459
H -1.104 2.496 2.607
H -2.628 1.712 3.319
H -2.425 1.655 1.772
H -1.713 -0.260 2.384
H -0.483 0.171 3.508
H 0.650 -0.112 1.288
H 0.698 1.559 1.322
H -1.273 1.442 -0.402
H -1.405 -0.361 -0.166
H 1.781 1.382 -2.194
H 1.182 2.189 -0.897
H 0.527 2.757 -3.528
H -0.521 3.325 -1.956
H -1.193 1.442 -4.269
H -2.002 1.738 -2.506
H -0.006 -0.463 -3.306
H -1.522 -0.580 -2.257
H 1.898 -0.505 -0.306
H 1.887 -1.072 -2.048
H -0.119 -2.515 -1.614
H 0.051 -2.166 0.066
H 2.268 -3.512 -1.472
H 1.370 -4.168 -0.194
H 2.438 -2.834 0.155
O -2.517 2.460 -6.665
H -1.959 3.203 -6.675
H -2.110 1.557 -6.450
O 3.732 -2.359 1.839
H 3.769 -2.874 0.937
H 2.946 -2.677 2.156
O 5.014 -0.469 -3.272
H 5.478 -1.214 -2.948
H 4.552 -0.065 -2.407
O 0.339 3.099 4.387
H -0.564 3.133 4.302
H 0.697 4.018 4.025
O -0.392 4.319 -0.141
H -0.789 4.573 -0.953
H 0.462 4.466 -0.144
O 2.179 4.987 0.052
H 2.726 4.352 -0.448
H 2.158 5.787 -0.453
O 1.072 -5.461 -3.091
H 1.340 -4.746 -3.594
H 0.083 -5.489 -2.863
O -2.435 3.556 4.920
H -2.600 3.290 5.848
H -2.987 4.349 4.753
O 2.141 1.130 3.379
H 1.623 1.682 3.707
H 2.796 1.267 4.002
O -2.214 -0.284 -6.211
H -2.488 -0.311 -5.292
H -1.583 -0.893 -6.249
O -1.195 5.836 -1.395
H -0.473 6.416 -1.753
H -1.812 6.469 -1.149
O -1.367 -4.631 -1.784
H -1.987 -3.798 -1.505
H -1.200 -4.905 -0.896
O 0.256 -0.821 4.908
H -0.601 -0.638 4.637
H 0.960 -0.236 4.418
O 1.317 -2.890 -4.397
H 2.074 -2.384 -4.712
H 0.719 -2.740 -5.137
O -0.899 -3.620 2.360
H -1.107 -3.874 3.290
H -1.717 -3.369 1.959
O 3.640 0.408 1.304
H 3.030 0.599 1.906
H 3.685 -0.598 1.604
O 4.241 0.909 -0.853
H 4.523 0.853 -0.003
H 3.834 1.919 -0.870
O -3.573 0.903 5.894
H -4.242 0.131 6.140
H -3.841 1.186 4.952
O -0.790 -5.317 -0.002
H -1.430 -6.162 0.208
H -0.692 -4.893 0.812
O 1.589 -6.610 0.578
H 2.109 -6.598 -0.273
H 0.796 -6.270 0.335
O -5.353 1.256 3.477
H -5.566 0.519 4.200
H -5.274 2.136 3.910
O 2.682 -6.609 -1.304
H 2.783 -7.461 -1.651
H 2.231 -6.006 -1.970
O -2.552 -1.252 4.375
H -2.226 -1.883 5.008
H -2.441 -0.476 5.034
O -2.941 -2.625 -0.998
H -3.232 -2.771 -0.089
H -3.737 -3.048 -1.619
O 1.862 5.081 -4.045
H 2.052 4.953 -4.957
H 1.033 5.565 -4.107
O -0.846 5.849 2.112
H -0.625 5.032 1.569
H -1.795 6.041 2.233
```